Record 1
Molecular formula: C5H8N2O
Method: DFT, wB97M-V/def2-TZVPD

```
16
Properties=species:S:1:pos:R:3
C 0.144 -1.869 1.075
C -1.221 -1.061 0.979
N -0.639 -0.198 -0.251
O -1.118 1.060 -0.496
C -0.218 1.649 -1.538
C 1.114 1.204 -0.599
C 0.601 -0.091 -0.079
N 1.133 -0.692 0.826
H 0.491 -2.460 2.100
H 0.207 -2.410 0.092
H -1.248 -0.282 1.759
H -2.000 -1.754 0.766
H -0.428 1.261 -2.478
H -0.159 2.766 -1.609
H 1.248 1.841 0.560
H 2.095 1.035 -1.108
```

For the HOMO-LUMO gap, the calculation gives 9.19 eV. The energy above the lowest of the compared OMol25 structures with the same formula, charge and spin is 149.1 kcal/mol. As for the multiplicity: 1. The value obtained for the LUMO energy is 1.1 eV.

Record 2
Molecular formula: C55H44N6O2STi
Method: DFT, wB97M-V/def2-TZVPD

```
109
Properties=species:S:1:pos:R:3
Ti -0.019 0.217 0.341
C 4.158 4.020 5.586
C 4.568 3.906 4.263
C 3.779 3.230 3.341
C 2.563 2.662 3.722
C 2.165 2.778 5.053
C 2.953 3.453 5.978
C 1.730 1.913 2.732
C 2.303 0.675 2.236
C 3.501 0.068 2.619
C 3.474 -1.246 2.144
C 2.233 -1.429 1.504
N 1.560 -0.248 1.516
C 1.703 -2.606 0.776
C 1.111 -2.431 -0.490
C 1.249 -3.299 -1.632
C 0.803 -2.618 -2.727
C 0.288 -1.358 -2.274
C -0.516 -0.447 -2.984
C -0.627 -0.606 -4.467
C -1.208 -1.740 -5.033
C -1.294 -1.881 -6.412
C -0.803 -0.885 -7.246
C -0.236 0.256 -6.692
C -0.152 0.393 -5.312
C -1.312 0.554 -2.397
N -1.325 0.858 -1.045
C -2.332 1.750 -0.816
C -2.498 2.475 0.391
C -3.655 3.420 0.497
C -3.713 4.594 -0.255
C -4.778 5.477 -0.114
C -5.802 5.198 0.785
C -5.753 4.034 1.540
C -4.686 3.154 1.394
C -1.531 2.559 1.403
C -1.430 3.618 2.397
C -0.212 3.539 2.977
C 0.482 2.389 2.427
N -0.383 1.810 1.474
C -3.022 1.989 -2.069
C -2.376 1.287 -3.032
N 0.539 -1.262 -0.918
C 1.758 -3.955 1.366
C 2.628 -4.317 2.408
C 2.579 -5.580 2.985
C 1.661 -6.525 2.550
C 0.773 -6.180 1.539
C 0.812 -4.916 0.968
H 4.775 4.543 6.306
H 5.503 4.350 3.946
H 4.100 3.145 2.309
H 1.231 2.322 5.365
H 2.627 3.529 7.008
H 4.299 0.540 3.175
H 4.276 -1.963 2.215
H 1.700 -4.281 -1.611
H 0.804 -2.965 -3.749
H -1.610 -2.509 -4.383
H -1.751 -2.767 -6.834
H -0.870 -0.994 -8.322
H 0.145 1.041 -7.334
H 0.285 1.288 -4.882
H -2.908 4.816 -0.948
H -4.806 6.386 -0.702
H -6.632 5.885 0.897
H -6.548 3.807 2.239
H -4.646 2.241 1.979
H -2.188 4.366 2.575
H 0.197 4.215 3.713
H -3.887 2.623 -2.191
H -2.621 1.235 -4.082
H 3.340 -3.608 2.791
H 3.265 -5.820 3.790
H 1.622 -7.507 3.007
H 0.023 -6.890 1.208
H 0.073 -4.646 0.223
C -2.259 1.767 6.887
C -2.009 1.445 5.419
C -1.224 0.153 5.261
N -1.103 -0.142 3.830
C -1.200 -1.273 3.176
S -1.693 -1.250 1.526
N -1.085 -2.493 3.771
C -0.591 -3.040 4.994
O -1.045 -4.101 5.332
C 0.493 -2.355 5.752
C 1.425 -1.539 5.128
C 2.461 -0.990 5.874
C 2.552 -1.257 7.233
C 1.619 -2.085 7.853
C 0.595 -2.646 7.109
H -2.759 2.729 6.999
H -1.321 1.812 7.448
H -2.888 1.007 7.357
H -1.447 2.256 4.945
H -2.956 1.360 4.878
H -1.740 -0.674 5.751
H -0.246 0.250 5.726
H -1.166 0.656 3.203
H -1.462 -3.233 3.193
H 1.363 -1.334 4.063
H 3.189 -0.356 5.386
H 3.360 -0.827 7.812
H 1.696 -2.298 8.912
H -0.132 -3.308 7.562
O 1.458 1.502 -0.911
H 1.229 1.250 -1.819
H 2.366 1.199 -0.769
```

For the HOMO-LUMO gap (alpha / beta), the calculation gives 4.99 / 5.47 eV. The energy above the lowest of the compared OMol25 structures with the same formula, charge and spin is 0.0 kcal/mol. As for the multiplicity: 3. The value obtained for the LUMO energy (alpha / beta) is -0.5 / -1.1 eV.

Record 3
Molecular formula: C4H5NS
Method: DFT, wB97M-V/def2-TZVPD

```
11
Properties=species:S:1:pos:R:3
C -0.365 0.084 -0.414
C -0.936 0.530 -1.550
C -1.080 1.415 -0.305
C 0.460 -0.889 0.151
N 1.072 -1.733 -0.855
S 0.325 -1.968 -2.304
H -2.066 1.514 0.102
H -0.609 2.490 -0.042
H 1.333 -0.330 0.556
H 0.172 -1.587 0.893
H 1.977 -2.039 -0.744
```

For the HOMO-LUMO gap (alpha / beta), the calculation gives 6.70 / 7.81 eV. The energy above the lowest of the compared OMol25 structures with the same formula, charge and spin is 155.0 kcal/mol. As for the multiplicity: 1. The value obtained for the LUMO energy (alpha / beta) is -1.5 / -0.7 eV.

Record 4
Molecular formula: C6H12O
Method: DFT, wB97M-V/def2-TZVPD

```
19
Properties=species:S:1:pos:R:3
C 2.407 0.812 -0.211
C 1.561 -0.447 -0.186
O 0.517 -0.252 0.759
C -0.349 -1.334 0.830
C -1.732 -1.126 1.278
C -1.488 -1.436 -0.173
C -1.622 1.421 -1.065
H 2.815 1.028 0.783
H 1.813 1.674 -0.537
H 3.242 0.685 -0.908
H 2.161 -1.322 0.118
H 1.129 -0.666 -1.175
H 0.113 -2.297 1.067
H -2.110 -0.121 1.476
H -2.220 -1.909 1.853
H -1.739 0.333 -1.135
H -1.054 1.755 -1.938
H -2.619 1.868 -1.058
H -1.075 1.650 -0.147
```

For the HOMO-LUMO gap, the calculation gives 8.36 eV. The energy above the lowest of the compared OMol25 structures with the same formula, charge and spin is 128.0 kcal/mol. As for the multiplicity: 1. The value obtained for the LUMO energy is -0.5 eV.

Record 5
Molecular formula: C23H22N2O4S
Method: DFT, wB97M-V/def2-TZVPD

```
52
Properties=species:S:1:pos:R:3
C 1.973 0.859 0.848
C 1.430 1.710 1.990
C 0.033 2.258 1.690
C -0.417 3.285 2.748
O 0.283 4.492 2.617
N -0.943 1.181 1.544
C -1.499 0.884 0.335
S -1.036 1.861 -1.061
C -1.562 0.749 -2.417
C -0.770 -0.513 -2.374
C -1.381 -1.692 -2.126
C -0.652 -2.937 -1.971
O -1.152 -4.009 -1.740
O 0.710 -2.864 -2.076
C 1.349 -1.706 -2.353
C 2.737 -1.761 -2.455
C 3.468 -0.625 -2.742
C 4.959 -0.667 -2.850
C 2.787 0.581 -2.937
C 1.419 0.649 -2.834
C 0.665 -0.492 -2.529
N -2.343 -0.052 0.104
C -2.722 -0.867 1.135
C -3.631 -1.903 0.902
C -4.004 -2.727 1.939
C -3.489 -2.539 3.221
C -2.596 -1.521 3.465
C -2.205 -0.675 2.426
C -1.258 0.405 2.673
O -0.757 0.646 3.751
H 2.972 0.505 1.086
H 2.022 1.433 -0.076
H 1.343 -0.012 0.674
H 1.389 1.125 2.909
H 2.082 2.567 2.162
H 0.067 2.783 0.726
H -1.502 3.443 2.658
H -0.199 2.915 3.750
H 0.078 4.891 1.763
H -1.383 1.324 -3.325
H -2.624 0.553 -2.289
H -2.448 -1.761 -2.000
H 3.220 -2.714 -2.305
H 5.274 -0.337 -3.839
H 5.335 -1.671 -2.679
H 5.407 0.004 -2.119
H 3.351 1.472 -3.171
H 0.921 1.594 -2.984
H -4.025 -2.042 -0.092
H -4.702 -3.531 1.757
H -3.792 -3.197 4.022
H -2.181 -1.350 4.447
```

For the HOMO-LUMO gap, the calculation gives 8.34 eV. The energy above the lowest of the compared OMol25 structures with the same formula, charge and spin is 4.4 kcal/mol. As for the multiplicity: 1. The value obtained for the LUMO energy is -0.1 eV.

Record 6
Molecular formula: C26H21BF7LiN5O5S2Sb
Method: DFT, wB97M-V/def2-TZVPD

```
69
Properties=species:S:1:pos:R:3
Li 0.438 0.276 0.098
N 2.116 0.969 2.820
C 1.079 0.154 3.050
N 0.091 -0.021 2.208
C -0.875 -0.819 2.731
C -0.688 -1.289 3.980
S 0.830 -0.690 4.568
C -1.972 -1.031 1.780
C -3.137 -0.387 1.739
S -3.881 -0.498 0.181
C -2.535 -1.356 -0.413
N -1.655 -1.674 0.555
N -2.431 -1.743 -1.686
H 2.149 1.359 1.853
H 2.990 0.779 3.279
H -1.303 -1.969 4.543
H -3.517 0.289 2.483
H -2.932 -1.193 -2.364
H -1.554 -2.145 -1.986
C -2.367 6.715 1.096
C -1.067 6.742 0.299
C -0.150 7.828 0.846
C 1.134 7.900 0.044
C 1.785 6.544 -0.012
C 3.188 6.453 -0.152
C 3.760 5.201 -0.171
F 5.116 5.122 -0.299
C 3.042 4.036 -0.067
C 1.631 4.105 0.071
C 0.874 2.906 0.153
O 1.492 1.759 0.199
C -0.570 3.051 0.201
C -1.104 4.293 0.284
N -0.372 5.456 0.326
C 1.024 5.398 0.115
C -1.593 1.931 0.144
O -2.717 2.136 0.647
O -1.267 0.846 -0.445
H -2.741 7.736 1.192
H -2.189 6.314 2.096
H -3.148 6.122 0.625
H -1.304 6.998 -0.747
H 0.074 7.596 1.893
H -0.686 8.781 0.824
H 1.825 8.623 0.485
H 0.911 8.263 -0.967
H 3.801 7.341 -0.230
H 3.526 3.070 -0.103
H -2.174 4.385 0.352
F 1.433 -0.994 -0.845
Sb 3.363 -1.276 -0.620
F 4.105 0.271 0.153
F 5.041 -2.118 -0.372
F 2.801 -1.777 1.127
F 2.911 -2.928 -1.455
F 3.604 -0.469 -2.298
O 0.319 -2.953 1.388
B -0.536 -2.601 0.385
O -0.332 -3.297 -0.790
C 0.752 -4.120 -0.497
C 1.387 -5.018 -1.317
C 2.467 -5.697 -0.759
C 2.875 -5.463 0.551
C 2.217 -4.548 1.368
C 1.144 -3.899 0.808
H 1.086 -5.160 -2.345
H 3.020 -6.400 -1.368
H 3.740 -5.986 0.937
H 2.542 -4.327 2.374
```

As for the net charge: -1. For the HOMO-LUMO gap (alpha / beta), the calculation gives 3.36 / 6.43 eV. The energy above the lowest of the compared OMol25 structures with the same formula, charge and spin is 79.7 kcal/mol. As for the multiplicity: 2. The value obtained for the LUMO energy (alpha / beta) is 1.9 / 1.9 eV.

Number 1: largest force on an atom 8.3 eV/A. Number 2: largest force on an atom 1.0 eV/A. Number 3: largest force on an atom 5.9 eV/A. Number 4: largest force on an atom 0.2 eV/A. Number 5: largest force on an atom 0.9 eV/A. Number 6: largest force on an atom 0.8 eV/A.